(w)
C31H20BrF5N4O3RuSTe | ωB97M-V with the def2-TZVPD basis set

Last column: Löwdin charge in e.
Element x y z (Å)
1 Ru 0.35155 -0.57334 -0.24443  1.360
2 C 1.37905 -0.12389 5.41455  -0.100
3 C 1.53066 1.15651 4.89575  -0.123
4 C 1.52851 1.35709 3.52594  -0.066
5 C 1.36234 0.26858 2.68357  -0.238
6 C 1.20935 -1.01402 3.18167  -0.030
7 C 1.22365 -1.20307 4.55770  -0.072
8 N 1.42383 0.43197 1.25060  -0.049
9 N 2.18984 1.34192 0.87997  0.117
10 C 2.54170 1.28577 -0.48725  -0.296
11 C 3.49555 2.20112 -0.92260  -0.040
12 C 4.07884 1.99389 -2.15896  -0.107
13 C 3.73678 0.86042 -2.89034  -0.090
14 C 2.76534 -0.03135 -2.44222  -0.129
15 C 2.09264 0.18866 -1.23838  -0.152
16 H 1.38297 -0.27760 6.48661  0.095
17 H 1.63961 2.00501 5.55937  0.098
18 H 1.64296 2.34489 3.10238  0.106
19 H 1.10176 -1.84853 2.50400  0.092
20 H 1.11401 -2.20561 4.95086  0.104
21 H 3.78803 3.02680 -0.28491  0.103
22 H 4.82589 2.68247 -2.53341  0.091
23 H 4.24144 0.66950 -3.83245  0.095
24 H 2.54363 -0.92056 -3.01626  0.080
25 Br -1.82813 2.21387 4.24347  0.764
26 C -1.74104 3.13678 2.57006  -0.707
27 C -2.18706 4.45008 2.56076  -0.128
28 C -2.14887 5.11391 1.34799  -0.063
29 C -1.69174 4.44112 0.22880  -0.006
30 C -1.27028 3.12298 0.36019  -0.155
31 N -1.28434 2.47930 1.53271  0.130
32 C -0.81618 2.40723 -0.91502  -0.574
33 O -0.94490 3.02683 -1.96424  0.033
34 O -0.37156 1.22304 -0.81889  -0.166
35 H -2.54753 4.91525 3.46597  0.088
36 H -2.48415 6.14135 1.27851  0.105
37 H -1.65297 4.89217 -0.75067  0.113
38 S -2.93136 -2.69595 -2.52964  1.126
39 C -1.87842 -2.06270 -3.75365  -0.453
40 C -1.97346 -2.20887 -5.13367  -0.099
41 C -1.06827 -1.52566 -5.92113  -0.099
42 C -0.10848 -0.69062 -5.33876  -0.071
43 C -0.01006 -0.55842 -3.96913  -0.002
44 C -0.87821 -1.28776 -3.16589  -0.270
45 N -0.93254 -1.27078 -1.77363  -0.018
46 C -1.98479 -1.90631 -1.32602  -0.530
47 C -2.33641 -1.80619 0.07872  -0.263
48 C -3.47876 -2.39793 0.61485  -0.063
49 C -3.78881 -2.17443 1.94333  -0.102
50 C -2.95673 -1.35822 2.70355  -0.090
51 C -1.81042 -0.79361 2.15488  -0.125
52 C -1.45505 -1.01013 0.82412  -0.143
53 H -2.74507 -2.82625 -5.57499  0.101
54 H -1.11861 -1.61927 -6.99843  0.095
55 H 0.56315 -0.12672 -5.97331  0.102
56 H 0.69454 0.11708 -3.51343  0.092
57 H -4.11972 -3.02399 0.00152  0.090
58 H -4.67241 -2.62113 2.38195  0.092
59 H -3.20523 -1.15664 3.74045  0.093
60 H -1.20170 -0.16189 2.78454  0.028
61 F -0.32553 -4.31283 -0.87597  -0.424
62 Te 1.54669 -3.86773 -0.54873  1.961
63 F 2.09317 -4.37254 1.25295  -0.432
64 F 3.30097 -3.18575 -0.63981  -0.404
65 F 2.19197 -5.21235 -1.69520  -0.385
66 F 1.36290 -2.88988 -2.17599  -0.414
67 O 1.00547 -2.17305 0.34512  -0.678

## Properties
- Kohn-Sham gap (spin up / spin down): 5.28 / 5.42 eV
- E_HOMO (spin up / spin down): -5.13 / -5.09 eV
- Multiplicity: 2
- Total charge: -1

=====

(x)
C31H20BrF5N4O3RuSTe | ωB97M-V with the def2-TZVPD basis set

Last column: Löwdin charge in e.
Element x y z (Å)
1 Ru 0.61812 -0.17283 -0.70061  1.290
2 C -3.74276 -3.40420 1.39814  -0.097
3 C -3.29399 -4.20321 0.35115  -0.092
4 C -2.27907 -3.76546 -0.47976  -0.026
5 C -1.71567 -2.50897 -0.26884  -0.223
6 C -2.14567 -1.71731 0.78520  -0.047
7 C -3.16387 -2.16421 1.61618  -0.074
8 N -0.64807 -1.99616 -1.07192  -0.021
9 N -0.21422 -2.78629 -1.92807  0.107
10 C 0.92114 -2.31393 -2.61139  -0.273
11 C 1.37622 -3.08930 -3.67223  -0.035
12 C 2.48507 -2.66953 -4.38503  -0.098
13 C 3.11568 -1.48483 -4.02296  -0.083
14 C 2.65874 -0.72736 -2.94991  -0.112
15 C 1.55958 -1.13420 -2.20256  -0.201
16 H -4.53459 -3.75665 2.04740  0.096
17 H -3.73557 -5.17850 0.18799  0.097
18 H -1.91218 -4.37785 -1.29060  0.101
19 H -1.65403 -0.77237 0.97283  0.056
20 H -3.49065 -1.54055 2.43780  0.094
21 H 0.84770 -4.00020 -3.92470  0.104
22 H 2.85262 -3.25294 -5.21963  0.093
23 H 3.97559 -1.14245 -4.58713  0.099
24 H 3.15601 0.20286 -2.70877  0.085
25 Br -1.92806 1.40234 3.27978  0.849
26 C -0.47550 0.22265 3.66672  -0.696
27 C -0.16064 0.00024 4.99788  -0.116
28 C 0.87663 -0.88675 5.25399  -0.057
29 C 1.51997 -1.49557 4.18901  0.001
30 C 1.11481 -1.18210 2.89680  -0.156
31 N 0.12821 -0.32152 2.64472  0.107
32 C 1.80848 -1.87169 1.72779  -0.582
33 O 2.60439 -2.76687 1.99171  0.036
34 O 1.49483 -1.47708 0.56851  -0.145
35 H -0.70890 0.49663 5.78452  0.091
36 H 1.16895 -1.10252 6.27413  0.104
37 H 2.32216 -2.20557 4.31339  0.114
38 S -0.33422 4.04208 1.06191  1.094
39 C -1.89809 3.41208 0.65332  -0.528
40 C -3.13343 4.04604 0.70613  -0.099
41 C -4.24331 3.34704 0.27057  -0.097
42 C -4.11685 2.04614 -0.22620  -0.074
43 C -2.89006 1.41473 -0.27175  -0.033
44 C -1.76908 2.09515 0.19989  -0.396
45 N -0.47064 1.60606 0.23976  -0.010
46 C 0.37663 2.52102 0.61609  -0.535
47 C 1.79838 2.24787 0.55964  -0.249
48 C 2.75446 3.08515 1.13659  -0.065
49 C 4.08713 2.73301 1.07851  -0.106
50 C 4.44028 1.53411 0.45855  -0.089
51 C 3.48274 0.71574 -0.11782  -0.105
52 C 2.12244 1.05644 -0.11638  -0.192
53 H -3.22101 5.06386 1.06348  0.104
54 H -5.21622 3.82104 0.29308  0.096
55 H -4.99307 1.52971 -0.59643  0.102
56 H -2.77864 0.42785 -0.69638  0.101
57 H 2.45077 3.99720 1.64073  0.092
58 H 4.84383 3.36683 1.52320  0.091
59 H 5.48196 1.23355 0.43334  0.096
60 H 3.79324 -0.22271 -0.56018  0.094
61 F 0.40149 0.73654 -4.76460  -0.362
62 Te -0.19996 1.92907 -3.46188  1.791
63 F -0.69204 3.38805 -2.38922  -0.359
64 F -1.96659 1.86388 -4.06362  -0.373
65 F 0.03736 3.19302 -4.81327  -0.371
66 F 1.57017 2.28480 -2.97803  -0.359
67 O -0.51909 0.62886 -2.24057  -0.647

## Properties
- Kohn-Sham gap (spin up / spin down): 7.27 / 6.89 eV
- E_HOMO (spin up / spin down): -5.30 / -5.00 eV
- Multiplicity: 2
- Total charge: -1

=====

Least stable: (w)

=====

(w)
C2H3NS3 | ωB97M-V with the def2-TZVPD basis set

Last column: Löwdin charge in e.
Element x y z (Å)
1 C -1.21243 1.25594 0.33350  -0.627
2 C 1.25446 -0.15019 0.46048  -1.107
3 H -3.03533 -1.63373 0.39375  -0.117
4 H -1.25886 2.26108 0.72029  0.058
5 H 0.70147 -0.68720 1.23024  0.011
6 N -2.14481 0.44016 0.52042  -0.385
7 S -1.95784 -1.08515 -0.26494  0.711
8 S 0.38131 1.06031 -0.46560  0.815
9 S 2.72367 -0.57865 0.05860  0.641

## Properties
- Kohn-Sham gap: 8.58 eV
- E_HOMO: -9.02 eV
- Multiplicity: 1
- Structure (SMILES): S=CS/C=N\S

=====

(x)
C2H3NS3 | ωB97M-V with the def2-TZVPD basis set

Last column: Löwdin charge in e.
Element x y z (Å)
1 C -0.12745 0.95773 -0.29142  -0.953
2 C 0.10487 -0.36518 0.43820  -1.216
3 H -0.00125 2.91724 0.19404  0.081
4 H 0.29822 1.86114 1.52611  0.010
5 H -0.07831 -2.78611 0.43768  -0.118
6 N -0.09765 2.02959 0.62147  0.049
7 S -0.53747 0.91087 -1.86834  0.679
8 S -0.30656 -1.80570 -0.43587  0.745
9 S 0.88155 -0.33984 1.84240  0.723

## Properties
- Kohn-Sham gap: 7.31 eV
- E_HOMO: -8.73 eV
- Multiplicity: 1
- Structure (SMILES): NC(=S)C(=S)S

=====

(y)
C2H3NS3 | ωB97M-V with the def2-TZVPD basis set

Last column: Löwdin charge in e.
Element x y z (Å)
1 C 1.40955 0.50135 -0.10353  -0.700
2 C -0.54709 -0.92341 -0.09040  -0.810
3 H -2.18736 0.88806 0.41669  -0.102
4 H 1.79807 1.51583 -0.12245  0.051
5 H 0.07772 -1.79279 0.05505  0.022
6 N 0.03652 0.26754 0.07215  -0.606
7 S -1.00266 1.62025 -0.09196  0.746
8 S 2.50203 -0.69303 -0.05546  0.703
9 S -2.08678 -1.38380 -0.08010  0.695

## Properties
- Kohn-Sham gap: 7.78 eV
- E_HOMO: -8.95 eV
- Multiplicity: 1
- Structure (SMILES): S=CN(S)C=S

=====

Least stable: (y)

=====

(w)
C3H9N2 | ωB97M-V with the def2-TZVPD basis set

Last column: Löwdin charge in e.
Element x y z (Å)
1 C -1.16595 -0.83199 -0.29899  -0.100
2 C -1.46525 0.26249 0.56237  -0.066
3 C 1.27718 0.52901 -0.34519  -0.159
4 N 1.83296 -0.34619 0.43554  0.081
5 N -0.46452 0.40345 -0.51986  0.011
6 H -0.76014 -1.72975 0.11986  0.128
7 H -2.08627 -0.95529 -0.93724  0.158
8 H -2.35890 0.85942 0.29407  0.141
9 H -1.20739 0.50542 1.56345  0.122
10 H 1.52491 0.50684 -1.39704  0.126
11 H 1.46220 1.61377 -0.16872  0.149
12 H 2.16187 -0.00922 1.33689  0.127
13 H 2.40914 -1.15039 0.16944  0.141
14 H -0.78227 0.84790 -1.33400  0.141

## Properties
- Kohn-Sham gap: 12.24 eV
- E_HOMO: -15.18 eV
- Multiplicity: 1
- Structure (SMILES): NC[NH+]1CC1
- Total charge: +1

=====

(x)
C3H9N2 | ωB97M-V with the def2-TZVPD basis set

Last column: Löwdin charge in e.
Element x y z (Å)
1 C 0.61718 1.53246 0.02567  -0.033
2 C -0.22778 0.24546 0.00197  -0.226
3 C 0.05752 -0.99728 0.33473  -0.172
4 N 1.29125 -1.61901 0.19264  0.082
5 N -1.68028 0.60440 -0.52051  0.197
6 H 0.30715 2.54661 -0.31559  0.108
7 H 1.20784 1.49680 0.97722  0.110
8 H 1.47239 1.42492 -0.50031  0.027
9 H -0.46920 -1.62402 0.95534  0.110
10 H 2.13486 -1.00029 0.27668  0.124
11 H 1.47658 -2.61294 0.52871  0.145
12 H -2.12214 0.04901 -1.28522  0.176
13 H -2.27580 0.57110 0.37885  0.201
14 H -1.69003 1.56721 -0.89484  0.152

## Properties
- Kohn-Sham gap: 9.06 eV
- E_HOMO: -12.72 eV
- Multiplicity: 1
- Structure (SMILES): C/C([NH3+])=C\N
- Total charge: +1

=====

(y)
C3H9N2 | ωB97M-V with the def2-TZVPD basis set

Last column: Löwdin charge in e.
Element x y z (Å)
1 C -1.46925 0.00569 -0.26516  -0.027
2 C -0.06191 -0.11430 0.24021  -0.306
3 C 1.02117 0.27265 -0.44301  -0.157
4 N 1.04508 0.93862 -1.61023  0.117
5 N 0.20267 -0.78556 1.52987  0.218
6 H -2.05092 0.19665 0.65868  0.088
7 H -1.66621 0.87375 -0.87994  0.085
8 H -1.92294 -0.90791 -0.64637  0.093
9 H 2.00423 0.00866 -0.05582  0.140
10 H 0.19742 1.20121 -2.09139  0.109
11 H 1.89768 1.02951 -2.12978  0.113
12 H 0.68360 -0.11182 2.13176  0.175
13 H -0.67350 -0.98450 2.01887  0.173
14 H 0.79289 -1.62265 1.54231  0.179

## Properties
- Kohn-Sham gap: 9.13 eV
- E_HOMO: -12.73 eV
- Multiplicity: 1
- Structure (SMILES): C/C([NH3+])=C\N
- Total charge: +1

=====

Least stable: (x)

=====

(w)
C3H9N2 | ωB97M-V with the def2-TZVPD basis set

Last column: Löwdin charge in e.
Element x y z (Å)
1 C -0.06994 0.63067 1.02053  -0.086
2 C 0.59722 0.73377 -0.94736  -0.013
3 C -0.89535 -1.36710 -0.19455  -0.024
4 N 0.60148 1.64445 0.16805  0.016
5 N 0.20535 -0.53341 0.09369  -0.061
6 H 0.27288 0.56521 1.94646  0.089
7 H -1.13401 0.87962 1.17995  0.158
8 H -0.26008 0.81706 -1.61696  0.131
9 H 1.45672 0.62509 -1.56872  0.127
10 H -1.21073 -0.89422 -1.02867  0.059
11 H -0.63167 -2.43381 -0.39886  0.133
12 H -1.63015 -1.52743 0.64119  0.140
13 H 1.55778 1.81226 0.51259  0.136
14 H 1.14050 -0.95216 0.19265  0.195

## Properties
- Kohn-Sham gap: 11.52 eV
- E_HOMO: -14.95 eV
- Multiplicity: 1
- Structure (SMILES): C[NH+]1CNC1
- Total charge: +1

=====

(x)
C3H9N2 | ωB97M-V with the def2-TZVPD basis set

Last column: Löwdin charge in e.
Element x y z (Å)
1 C 1.53904 -0.40125 0.04090  -0.093
2 C -1.35509 -0.84864 -0.14848  0.022
3 C 0.63531 0.65165 -0.36776  -0.182
4 N -1.46151 1.21226 0.88371  0.336
5 N -0.72839 0.43574 0.15596  -0.167
6 H 2.57894 -0.00391 0.22838  0.126
7 H 1.15887 -0.83841 1.03363  0.128
8 H 1.70899 -1.12108 -0.72142  0.080
9 H -2.37094 -0.90611 0.35394  0.138
10 H -0.66671 -1.60265 0.18951  0.091
11 H -1.54722 -0.82156 -1.23450  0.130
12 H 0.66594 0.60253 -1.52406  0.188
13 H 0.90266 1.55879 0.12220  0.122
14 H -1.05989 2.08265 0.98801  0.081

## Properties
- Kohn-Sham gap: 10.91 eV
- E_HOMO: -17.27 eV
- Multiplicity: 1
- Structure (SMILES): [H]/N=[N+](/C)CC
- Total charge: +1

=====

(y)
C3H9N2 | ωB97M-V with the def2-TZVPD basis set

Last column: Löwdin charge in e.
Element x y z (Å)
1 C 1.12437 0.46028 -0.05985  -0.231
2 C 2.00658 -0.67354 0.41705  -0.045
3 C -0.83194 -0.37837 -0.31042  -0.064
4 N 1.41132 1.54516 -0.49766  0.188
5 N -1.77513 0.52602 0.45583  0.139
6 H 2.88557 -0.43485 0.88757  0.049
7 H 1.46698 -1.33393 1.07145  0.056
8 H 2.31149 -1.31390 -0.53448  0.153
9 H -1.04820 -0.75887 -1.28122  0.063
10 H -0.58058 -1.38434 0.27293  0.112
11 H 0.90669 2.28599 -0.92428  0.083
12 H -2.13685 -0.10476 1.10681  0.120
13 H -2.50758 0.85460 -0.23914  0.198
14 H -1.20995 1.29964 0.90166  0.179

## Properties
- Kohn-Sham gap: 9.29 eV
- E_HOMO: -13.16 eV
- Multiplicity: 1
- Total charge: +1

=====

Least stable: (y)

=====

(w)
C3H9N2 | ωB97M-V with the def2-TZVPD basis set

Last column: Löwdin charge in e.
Element x y z (Å)
1 C 0.26238 0.36159 -1.16920  -0.074
2 N -1.06482 0.88155 -1.35207  0.004
3 H 1.06672 0.98812 -0.57968  0.135
4 H 0.81835 -0.09467 -1.98324  0.099
5 H -1.77112 0.15446 -1.46960  0.099
6 H -1.07872 1.42811 -2.21654  0.108
7 C 0.46248 -1.35941 0.04072  0.072
8 C -0.14700 -0.36824 0.84938  -0.224
9 N 0.47630 0.38298 1.78181  0.149
10 H -0.08385 -2.11533 -0.54645  0.118
11 H 1.47009 -1.69371 0.27790  0.110
12 H -1.22733 -0.31873 0.79688  0.141
13 H 0.15753 0.54957 2.72223  0.137
14 H 1.48555 0.46158 1.67304  0.129

## Properties
- Kohn-Sham gap: 10.20 eV
- E_HOMO: -14.48 eV
- Multiplicity: 1
- Total charge: +1

=====

(x)
C3H9N2 | ωB97M-V with the def2-TZVPD basis set

Last column: Löwdin charge in e.
Element x y z (Å)
1 C -0.37312 1.24231 -1.52455  -0.053
2 C -0.27870 -1.11806 -1.48064  0.059
3 N -0.12784 -0.03892 -0.84393  -0.100
4 H 0.00801 2.06046 -0.92427  0.083
5 H -1.44475 1.38430 -1.65269  0.098
6 H 0.10231 1.25473 -2.50412  0.095
7 H -0.10597 -2.06383 -0.97958  0.098
8 H -0.55754 -1.11405 -2.53139  0.109
9 C 0.15558 -0.45034 2.60172  0.078
10 N 0.81395 -0.11440 1.57704  0.109
11 H -0.84847 -0.84904 2.47557  0.109
12 H 0.57251 -0.37554 3.59579  0.107
13 H 1.74616 0.25508 1.75161  0.131
14 H 0.33787 -0.07268 0.43944  0.077

## Properties
- Kohn-Sham gap: 11.26 eV
- E_HOMO: -15.31 eV
- Multiplicity: 1
- Total charge: +1

=====

(y)
C3H9N2 | ωB97M-V with the def2-TZVPD basis set

Last column: Löwdin charge in e.
Element x y z (Å)
1 C -1.80800 -0.50352 0.38689  -0.029
2 C -0.47747 0.07175 0.21405  -0.387
3 C 0.24371 -0.34056 -0.86860  -0.081
4 N 1.65824 0.01302 -1.05714  0.185
5 N 0.08522 0.70534 1.30153  0.138
6 H -2.28363 -0.82476 -0.52996  0.096
7 H -2.44335 0.29336 0.81519  0.110
8 H -1.79850 -1.26364 1.16931  0.109
9 H -0.27972 -0.65549 -1.75630  0.119
10 H 1.86028 1.01444 -0.94269  0.175
11 H 2.00281 -0.23852 -1.98605  0.178
12 H 2.15743 -0.48731 -0.31861  0.169
13 H -0.41662 0.47091 2.14453  0.114
14 H 1.09514 0.76104 1.40894  0.104

## Properties
- Kohn-Sham gap: 9.54 eV
- E_HOMO: -13.37 eV
- Multiplicity: 1
- Structure (SMILES): C/C(N)=C/[NH3+]
- Total charge: +1

=====

Least stable: (w)